No. 1
118
Properties=species:S:1:pos:R:3:mulliken_charge:R:1 method="wB97M-V/def2-TZVPD" smiles=CC(C)O.CC(C)O.CC(C)O.CC(C)O.CC(C)O.CC(C)O.CC(C)O.CC(C)O.CC(C)O.OCCO relative_energy_kcal_mol=46.8 homo_energy_ev=-10.04
C -3.594 2.698 -1.250 -0.34
C -4.229 1.988 -0.068 -0.52
O -3.494 0.874 0.417 0.02
O -2.275 3.132 -0.961 -0.57
H -4.239 3.543 -1.529 0.43
H -3.650 2.057 -2.099 0.21
H -5.179 1.698 -0.548 0.37
H -4.406 2.725 0.722 0.18
H -2.687 1.244 0.734 0.02
H -1.822 2.422 -0.454 0.06
C 4.169 -0.109 -0.652 -1.14
C 4.764 -0.070 -2.042 0.54
C 3.702 0.184 -3.118 -0.81
O 5.735 0.990 -2.188 -0.60
H 3.517 -0.903 -0.340 0.17
H 3.679 0.787 -0.349 0.32
H 5.029 -0.233 0.047 0.47
H 5.360 -0.977 -2.231 0.22
H 4.121 0.134 -4.139 0.39
H 3.266 1.193 -2.898 0.10
H 2.936 -0.544 -3.003 0.08
H 5.886 1.458 -1.354 0.34
C 1.710 -3.924 -1.139 -1.05
C 0.800 -5.058 -1.524 0.43
C -0.426 -5.126 -0.595 -1.10
O 0.331 -4.823 -2.824 -0.56
H 1.262 -2.981 -1.462 0.10
H 2.723 -4.018 -1.673 0.36
H 1.964 -3.951 -0.095 0.37
H 1.375 -6.008 -1.538 0.24
H -0.199 -5.316 0.445 0.39
H -1.131 -5.866 -0.881 0.48
H -0.847 -4.135 -0.737 0.06
H -0.205 -5.557 -3.096 0.32
C 2.261 3.980 -0.212 -0.31
C 3.500 4.683 -0.771 0.40
C 3.908 5.907 0.014 -1.56
O 4.555 3.740 -0.751 -0.60
H 2.527 3.471 0.714 0.02
H 2.007 3.162 -0.912 -0.25
H 1.374 4.575 -0.045 0.58
H 3.320 5.012 -1.804 0.30
H 3.103 6.601 0.232 0.38
H 4.719 6.386 -0.536 0.37
H 4.415 5.648 0.983 0.32
H 4.561 3.209 -1.549 0.29
C -1.576 -3.147 2.767 -1.51
C -2.095 -1.821 3.410 1.90
C -3.501 -1.426 3.066 -1.06
O -2.015 -2.185 4.784 -0.65
H -1.769 -3.217 1.693 0.07
H -2.235 -3.883 3.134 0.58
H -0.572 -3.532 2.946 0.35
H -1.382 -0.954 3.304 -0.72
H -3.593 -1.242 2.013 0.04
H -3.688 -0.466 3.567 0.30
H -4.199 -2.202 3.359 0.43
H -2.416 -1.461 5.278 0.37
C -3.855 -4.028 -2.108 -1.44
C -3.493 -2.617 -1.460 1.93
C -3.097 -1.652 -2.538 -1.65
O -4.574 -2.094 -0.770 -0.72
H -4.618 -3.785 -2.862 0.43
H -4.278 -4.646 -1.325 0.43
H -2.935 -4.437 -2.572 0.19
H -2.663 -2.789 -0.811 -0.78
H -3.976 -1.544 -3.159 0.43
H -2.319 -1.945 -3.207 0.37
H -2.841 -0.628 -2.299 0.42
H -4.406 -1.221 -0.394 0.23
C -1.016 -0.866 -7.327 -1.57
C -1.363 -1.047 -5.893 0.70
C -0.205 -0.647 -4.974 -0.59
O -2.528 -0.231 -5.634 -0.60
H -0.862 0.163 -7.541 0.41
H -1.774 -1.334 -7.932 0.37
H -0.010 -1.270 -7.484 0.36
H -1.550 -2.129 -5.689 0.20
H 0.641 -1.315 -5.041 0.39
H -0.385 -0.559 -3.936 -0.26
H 0.162 0.363 -5.289 0.35
H -3.053 -0.612 -4.893 0.33
C 2.684 -0.270 6.004 -1.31
C 3.136 -0.145 4.565 0.81
C 2.783 1.156 3.918 -0.49
O 4.528 -0.328 4.406 -0.56
H 3.112 -1.109 6.576 0.39
H 1.611 -0.492 5.923 0.25
H 2.840 0.613 6.635 0.31
H 2.573 -0.973 4.024 -0.13
H 1.731 1.315 4.051 0.03
H 2.814 1.089 2.812 -0.14
H 3.410 1.908 4.362 0.51
H 4.840 -1.089 4.875 0.33
C 0.717 -0.894 0.988 0.05
C 0.490 0.505 0.525 1.82
C 0.537 0.526 -1.028 -0.43
O -0.748 0.967 0.936 1.12
H 1.672 -1.303 0.692 -0.12
H -0.051 -1.513 0.532 -0.29
H 0.611 -1.016 2.071 -0.06
H 1.305 1.181 0.952 -0.92
H 1.346 -0.193 -1.451 -0.93
H 0.789 1.479 -1.441 0.39
H -0.407 0.210 -1.364 0.22
H -0.693 1.285 1.846 -0.59
C -0.783 4.038 2.736 -1.10
C -1.533 3.213 3.757 0.56
C -3.070 3.276 3.820 -1.35
O -1.214 1.823 3.440 -0.48
H -1.460 4.055 1.864 0.21
H 0.161 3.559 2.503 0.12
H -0.730 5.059 3.087 0.50
H -1.103 3.486 4.735 0.32
H -3.449 2.863 4.764 0.40
H -3.531 2.705 3.004 0.15
H -3.405 4.310 3.751 0.39
H -1.677 1.211 4.007 0.07

---

No. 2
145
Properties=species:S:1:pos:R:3:mulliken_charge:R:1 method="wB97M-V/def2-TZVPD" smiles="COP(=O)(OC)OC.COP(=O)(OC)OC.COP(=O)(OC)OC.COP(=O)(OC)OC.COP(=O)(OC)OC.COP(=O)(OC)OC.COP(=O)(OC)OC.C1CCOC1.C1CCOC1" relative_energy_kcal_mol=0.0 homo_energy_ev=-9.37
C -1.554 0.056 -0.779 -0.85
O -0.220 0.320 -0.545 -0.15
P 0.189 1.011 0.836 0.92
O -0.447 2.351 1.101 -0.70
O -0.174 -0.134 1.929 -0.31
C 0.101 -1.536 1.723 -0.64
O 1.793 1.027 0.777 -0.21
C 2.477 1.375 -0.390 -0.64
H -1.906 0.579 -1.668 0.29
H -2.297 0.177 0.010 0.34
H -1.636 -1.016 -0.960 0.30
H -0.871 -2.023 1.656 0.29
H 0.630 -2.087 2.500 0.28
H 0.573 -1.715 0.756 0.29
H 3.232 2.144 -0.228 0.25
H 1.766 1.647 -1.170 0.29
H 2.971 0.488 -0.789 0.26
C -8.701 -6.582 0.318 -0.70
O -8.029 -6.711 1.614 -0.30
P -6.784 -5.771 2.008 1.10
O -6.482 -4.600 1.108 -0.67
O -5.514 -6.803 2.117 -0.34
C -5.009 -7.410 0.969 -0.66
O -7.173 -5.361 3.531 -0.35
C -8.275 -4.508 3.810 -0.65
H -9.759 -6.331 0.392 0.29
H -8.695 -7.562 -0.158 0.27
H -8.247 -5.878 -0.378 0.34
H -5.682 -8.215 0.673 0.27
H -4.088 -7.957 1.169 0.26
H -4.918 -6.721 0.129 0.32
H -9.155 -4.975 3.368 0.27
H -8.192 -3.546 3.304 0.31
H -8.498 -4.493 4.876 0.26
C 5.087 -1.213 -8.890 -0.72
O 4.503 -1.643 -7.667 -0.28
P 3.619 -0.646 -6.725 0.98
O 4.272 0.674 -6.457 -0.66
O 2.207 -0.583 -7.533 -0.30
C 1.121 0.248 -7.003 -0.72
O 3.192 -1.563 -5.430 -0.25
C 2.605 -2.847 -5.633 -0.62
H 6.151 -1.448 -8.901 0.27
H 5.051 -0.127 -8.978 0.32
H 4.670 -1.597 -9.821 0.28
H 1.341 0.634 -6.008 0.32
H 0.234 -0.371 -6.865 0.28
H 0.788 1.068 -7.638 0.29
H 1.520 -2.794 -5.547 0.25
H 2.871 -3.572 -4.863 0.27
H 2.791 -3.248 -6.629 0.31
C -10.082 4.832 -5.553 -0.75
O -9.191 4.338 -4.568 -0.26
P -8.002 3.347 -5.016 1.00
O -6.928 3.916 -5.846 -0.64
O -7.543 2.757 -3.541 -0.28
C -7.249 3.678 -2.534 -0.64
O -8.750 2.027 -5.648 -0.30
C -7.965 0.863 -5.772 -0.68
H -11.011 4.265 -5.621 0.27
H -9.626 4.896 -6.541 0.35
H -10.303 5.882 -5.359 0.28
H -7.771 3.305 -1.653 0.23
H -7.534 4.711 -2.737 0.32
H -6.172 3.696 -2.369 0.26
H -8.030 0.564 -6.818 0.26
H -8.291 0.074 -5.094 0.26
H -6.927 1.033 -5.485 0.33
C 6.227 4.908 5.573 -0.69
O 6.134 3.537 5.269 -0.30
P 6.172 2.470 6.499 1.02
O 7.504 2.372 7.194 -0.68
O 4.863 2.886 7.363 -0.28
C 3.569 2.718 6.935 -0.77
O 5.729 1.078 5.761 -0.29
C 5.594 -0.163 6.470 -0.67
H 6.759 5.084 6.508 0.35
H 5.287 5.457 5.637 0.26
H 6.683 5.361 4.693 0.24
H 3.335 2.421 5.913 0.36
H 3.097 3.670 7.176 0.30
H 3.035 1.993 7.548 0.30
H 6.465 -0.764 6.208 0.26
H 4.639 -0.619 6.207 0.24
H 5.636 0.024 7.542 0.33
C 3.136 -8.510 3.757 -0.70
O 4.326 -8.446 2.905 -0.30
P 4.408 -7.409 1.658 1.07
O 3.193 -7.324 0.854 -0.68
O 4.916 -5.930 2.219 -0.30
C 5.379 -5.016 1.258 -0.63
O 5.677 -7.967 0.801 -0.31
C 6.973 -8.110 1.311 -0.73
H 3.281 -8.057 4.737 0.28
H 2.841 -9.533 3.991 0.26
H 2.255 -8.073 3.288 0.32
H 6.253 -4.531 1.693 0.25
H 4.625 -4.281 0.979 0.23
H 5.687 -5.545 0.356 0.31
H 7.330 -9.127 1.146 0.28
H 7.218 -7.886 2.349 0.33
H 7.587 -7.400 0.756 0.31
C -5.193 4.575 6.785 -0.65
O -6.168 4.117 5.851 -0.32
P -7.243 2.977 6.262 1.05
O -8.033 2.508 5.113 -0.68
O -6.317 1.864 7.067 -0.31
C -5.280 1.222 6.323 -0.71
O -8.106 3.640 7.506 -0.33
C -8.799 2.764 8.355 -0.63
H -5.328 4.255 7.819 0.32
H -4.980 5.633 6.637 0.28
H -4.272 4.194 6.345 0.28
H -5.317 1.387 5.246 0.35
H -5.220 0.146 6.485 0.28
H -4.344 1.637 6.696 0.25
H -9.807 3.155 8.491 0.25
H -8.326 2.831 9.335 0.24
H -8.808 1.732 8.003 0.33
C 10.561 0.580 -2.438 -0.54
C 10.462 -0.693 -3.280 -0.59
C 11.234 -0.308 -4.494 -0.35
O 12.326 0.428 -3.944 -0.41
C 12.042 0.914 -2.563 -0.34
H 10.225 0.411 -1.415 0.32
H 9.992 1.382 -2.907 0.26
H 9.472 -1.108 -3.468 0.36
H 10.940 -1.519 -2.753 0.26
H 10.665 0.356 -5.145 0.27
H 11.511 -1.209 -5.040 0.28
H 12.331 1.964 -2.516 0.25
H 12.624 0.334 -1.847 0.24
C -0.528 6.458 -4.053 -0.44
C 0.771 6.983 -4.540 -0.46
C 0.944 8.290 -3.835 -0.40
O -0.390 8.770 -3.727 -0.42
C -1.331 7.723 -3.635 -0.39
H -0.374 5.805 -3.194 0.22
H -1.168 5.924 -4.756 0.28
H 0.739 7.163 -5.615 0.23
H 1.579 6.278 -4.349 0.31
H 1.509 9.002 -4.437 0.26
H 1.444 8.243 -2.868 0.27
H -2.188 7.896 -4.287 0.28
H -1.734 7.607 -2.629 0.24